Entry 1:
Density functional theory data (ωB97M-V with the def2-TZVPD basis set) for a 4-piece molecular cluster, C5H18N2O4 overall.

As for the total charge: +2. The value obtained for the HOMO energy is -16.861 eV. As for the relative energy (zero: lowest compared OMol25 entry of this formula, charge and spin): 33.3 kcal per mole.

Cartesian coordinates (Å):
1 O 3.93534 -0.83332 1.23288
2 C 3.43311 0.06608 0.63493
3 C 2.09787 0.73116 0.94719
4 C 0.85627 -0.13456 0.49935
5 C 0.90909 -0.50014 -0.95591
6 C -0.13978 -0.03482 -1.65532
7 N -0.63171 -0.45483 -2.98684
8 N 1.83630 1.21781 2.31194
9 H 4.12129 0.68232 -0.07003
10 H 2.05996 1.61853 0.20707
11 H 0.17492 0.73670 0.56220
12 H 0.54562 -0.89544 1.18462
13 H 1.68339 -1.01783 -1.57343
14 H -0.69497 0.86018 -1.37030
15 H -0.47687 0.31359 -3.65968
16 H -1.63967 -0.70153 -2.97598
17 H -0.13996 -1.26262 -3.43018
18 H 2.44667 1.95444 2.74714
19 H 0.93092 1.67641 2.40510
20 H 1.90579 0.32757 2.92321
21 H -3.02507 -2.06469 -0.12432
22 H -2.06610 -2.24436 1.05148
23 O -2.30408 -1.63551 0.34061
24 H -3.96338 -0.58564 -3.44884
25 H -3.87215 -1.06213 -1.89998
26 O -3.41730 -1.00442 -2.77113
27 H -1.97277 1.11225 2.84585
28 H -1.37022 1.42238 3.97637
29 O -1.22253 1.71247 3.05198

Forces on the atoms, in the same order (eV/Å):
O -0.879 -0.615 0.277
C 2.722 1.922 0.394
C -0.673 0.749 -3.228
C 1.250 3.254 -0.212
C -1.158 -0.010 -2.037
C 0.117 0.421 0.143
N 1.951 -0.243 -1.162
N 1.398 -1.189 2.229
H -1.282 -0.949 0.267
H 0.111 -1.071 1.500
H -0.829 -1.181 -0.026
H 0.083 -0.708 0.205
H -0.561 -0.391 1.409
H -0.412 -0.744 0.514
H -0.384 -0.151 0.171
H -0.630 0.079 0.401
H -0.211 0.430 0.724
H 0.245 -0.979 -0.829
H -1.048 -0.565 0.007
H -0.390 1.913 -0.548
H -0.092 -0.298 0.153
H -0.192 -0.031 -0.133
O 0.338 0.208 0.053
H -0.428 -0.134 0.480
H 0.063 0.393 -1.354
O 0.585 -0.074 0.675
H 0.260 0.624 -1.623
H 1.202 1.165 0.477
O -1.157 -1.824 1.072


Entry 2:
Density functional theory data (ωB97M-V with the def2-TZVPD basis set) for a 3-piece molecular cluster, C5H18NO2 overall.

As for the total charge: +1. The value obtained for the HOMO energy is -14.268 eV. As for the relative energy (zero: lowest compared OMol25 entry of this formula, charge and spin): 14.7 kcal per mole.

Cartesian coordinates (Å):
1 C 0.67804 1.00096 0.61292
2 C 0.26805 -0.46838 0.37390
3 C -0.59540 -1.03154 1.49071
4 C -1.92675 -0.27853 1.73913
5 C -2.86126 -0.47467 0.52895
6 N 2.14545 1.22024 0.40891
7 H 0.52027 1.15948 1.68941
8 H 0.08003 1.71665 0.05450
9 H -0.14994 -0.57343 -0.62740
10 H 1.23387 -0.99041 0.47274
11 H -0.83744 -2.08218 1.28617
12 H -0.08024 -1.12481 2.44944
13 H -2.33374 -0.63124 2.68554
14 H -1.64669 0.76945 1.78388
15 H -2.62092 0.25983 -0.23840
16 H -3.88491 -0.37499 0.86811
17 H -2.75439 -1.45178 0.05650
18 H 2.61850 1.99317 0.87294
19 H 2.64473 0.35794 0.61740
20 H 2.25488 1.44218 -0.62139
21 H 1.87381 0.36052 -2.48818
22 H 2.30383 1.68032 -2.95186
23 O 2.54514 1.02474 -2.26319
24 H 0.78257 -1.62757 -2.68086
25 H -0.43638 -1.02870 -3.42404
26 O 0.17889 -0.84726 -2.69584

Forces on the atoms, in the same order (eV/Å):
C -0.764 -0.224 2.081
C 1.156 0.438 0.324
C -1.071 -0.504 0.615
C 1.081 -0.757 -1.270
C 0.181 0.093 0.558
N -0.053 0.452 -1.689
H -0.094 0.357 -0.336
H 0.353 0.142 -0.096
H 0.084 -0.286 0.301
H -0.305 -0.454 -0.587
H 0.030 0.156 -0.335
H 0.519 0.460 -0.106
H -0.193 0.218 -0.112
H -0.434 0.331 0.549
H -0.286 0.119 -0.052
H -0.281 0.205 -0.334
H 0.020 -0.132 0.222
H -0.498 0.055 0.562
H 0.177 0.053 -0.076
H 0.471 -0.773 0.234
H -0.110 -0.431 0.190
H 0.653 -0.078 0.515
O -0.836 0.631 -0.893
H -0.803 0.650 -0.077
H 0.210 0.110 0.176
O 0.793 -0.835 -0.362


Entry 3:
Density functional theory data (ωB97M-V with the def2-TZVPD basis set) for a 4-piece molecular cluster, C5H18O3 overall.

Its SMILES is CCCCC.O.O.O. The value obtained for the HOMO energy is -10.611 eV. As for the relative energy (zero: lowest compared OMol25 entry of this formula, charge and spin): 38.2 kcal per mole.

Cartesian coordinates (Å):
1 C 0.65042 -0.90264 2.40622
2 C 0.20095 -0.25207 1.02771
3 C 0.28082 -1.20318 -0.11175
4 C -0.99125 -1.07584 -1.04068
5 C -2.37435 -1.42207 -0.44679
6 H -0.21987 -1.00852 3.05777
7 H 1.26691 -0.33322 3.08633
8 H 0.87331 -1.97008 2.29977
9 H 0.82638 0.62573 1.10732
10 H -0.82282 0.06586 1.24341
11 H 1.14263 -1.15062 -0.78742
12 H 0.12527 -2.26539 0.09922
13 H -1.11447 0.00216 -1.23368
14 H -0.67293 -1.64308 -1.91798
15 H -3.04089 -1.44403 -1.31038
16 H -2.40183 -2.26508 0.24379
17 H -2.63239 -0.53128 0.12600
18 O 4.59377 -0.42947 1.06236
19 H 3.66697 -0.44758 1.35356
20 H 4.73381 -1.22279 0.52307
21 O 1.26015 2.42738 -0.50113
22 H 1.93696 3.06385 -0.70392
23 H 1.51884 1.84682 0.19718
24 O -3.27863 3.73087 -3.08893
25 H -2.43035 3.24938 -3.14958
26 H -3.09742 4.55490 -3.54146

Forces on the atoms, in the same order (eV/Å):
C -1.925 -1.023 0.143
C 0.664 -0.573 3.588
C -1.960 -0.586 -2.078
C 0.979 1.044 0.517
C 1.119 0.798 -0.181
H -0.488 0.150 -0.107
H 0.977 0.061 -0.444
H 0.932 0.361 -0.061
H -0.055 0.272 -1.233
H 0.131 0.149 -0.573
H 0.073 0.315 0.482
H 0.791 0.009 1.099
H 0.399 -0.341 -0.834
H -0.756 0.157 -0.272
H -0.349 -0.517 0.424
H -0.158 -0.313 -0.440
H -0.413 -0.160 0.186
O -0.284 -0.123 -0.038
H 0.465 -0.206 -0.213
H -0.235 0.310 0.269
O -1.146 0.309 -0.957
H 0.565 0.096 0.231
H 0.667 -0.180 0.477
O 0.710 -0.547 -0.009
H -0.656 0.274 0.126
H -0.046 0.265 -0.104


Entry 4:
Density functional theory data (ωB97M-V with the def2-TZVPD basis set) for C5H19CdN9O8 as an isolated structure.

The value obtained for the HOMO energy is -7.406 eV. As for the relative energy (zero: lowest compared OMol25 entry of this formula, charge and spin): 0.0 kcal per mole.

Cartesian coordinates (Å):
1 Cd 0.02034 0.17374 0.24073
2 N -0.15460 1.26701 3.42655
3 O -1.03104 2.01835 3.89855
4 O 0.04287 1.26661 2.17018
5 O 0.52090 0.51236 4.14910
6 C -0.28690 -1.17001 -2.99835
7 O -0.03560 -0.58131 -1.76638
8 H -0.64254 -2.20900 -2.89428
9 H -1.02240 -0.61030 -3.59629
10 H 0.61473 -1.23171 -3.62990
11 C -3.20501 0.48502 0.67913
12 O -2.00768 0.64111 0.45249
13 N -3.96398 -0.28863 -0.14859
14 N -3.81129 0.92381 1.80042
15 H -4.95266 -0.38716 -0.03066
16 H -3.50677 -0.68134 -0.95210
17 H -4.76553 0.76017 2.04421
18 H -3.24359 1.47717 2.43106
19 C 1.15154 2.70789 -1.39825
20 O 0.36263 2.17007 -0.60969
21 N 1.69760 3.91072 -1.08050
22 N 1.44941 2.16176 -2.59232
23 H 1.74970 4.15545 -0.10626
24 H 2.38269 4.27119 -1.72117
25 H 0.71928 1.48388 -2.82522
26 H 2.00303 2.60136 -3.29970
27 C -0.98968 -2.66000 1.04564
28 O -0.40354 -1.60379 1.26581
29 N -1.56377 -3.42083 2.01947
30 N -1.10600 -3.10371 -0.22519
31 H -2.02194 -4.28003 1.78551
32 H -1.31198 -3.28519 2.98139
33 H -0.70440 -2.49091 -0.93290
34 H -1.72768 -3.84106 -0.49488
35 C 3.26079 -0.06331 0.27099
36 O 2.07534 -0.01626 0.63226
37 N 4.20021 -0.66112 1.03112
38 N 3.67156 0.44944 -0.91459
39 H 5.08978 -0.91949 0.65427
40 H 3.94685 -0.95750 1.95692
41 H 4.60740 0.29377 -1.22791
42 H 2.89193 0.73177 -1.49067

Forces on the atoms, in the same order (eV/Å):
Cd 0.201 0.465 -0.829
N 0.067 -0.524 0.015
O 0.237 -0.321 -0.230
O 0.044 0.783 1.182
O -0.381 0.495 -0.328
C 0.335 0.393 0.719
O 0.035 -0.522 -1.102
H -0.195 -0.136 -0.290
H -0.242 -0.091 -0.040
H 0.119 -0.070 -0.047
C 0.250 -1.096 0.091
O -2.330 0.807 0.026
N -0.052 0.077 -0.133
N 0.593 0.786 0.335
H -0.075 -0.034 -0.069
H -0.031 0.096 -0.035
H -0.165 -0.116 -0.163
H 0.062 -0.094 -0.017
C -1.011 0.497 1.717
O 0.769 1.180 -0.971
N 0.453 -0.081 -0.608
N -0.697 -1.051 -0.230
H -0.082 -0.017 -0.020
H 0.147 0.277 0.297
H 0.612 -0.170 -0.244
H -0.095 0.223 -0.122
C -0.163 0.086 -0.386
O -0.179 -1.772 1.645
N -0.021 0.024 0.016
N 0.062 -0.008 -0.400
H 0.098 -0.120 -0.036
H 0.037 0.325 -0.023
H -0.140 0.139 0.073
H 0.024 -0.096 0.016
C -1.115 -0.384 0.065
O 2.742 -0.041 0.138
N 0.239 -0.025 0.334
N -0.577 0.020 0.603
H 0.153 0.041 0.093
H -0.102 -0.073 -0.068
H -0.005 0.137 -0.415
H 0.380 -0.007 -0.561


Entry 5:
Density functional theory data (ωB97M-V with the def2-TZVPD basis set) for C5H19N2O4 as an isolated structure.

As for the total charge: -1. The value obtained for the HOMO energy is -4.965 eV. As for the relative energy (zero: lowest compared OMol25 entry of this formula, charge and spin): 50.2 kcal per mole.

Cartesian coordinates (Å):
1 C -0.08192 -1.54236 -1.09588
2 O -1.38952 -1.69076 -0.79405
3 C 0.58786 -1.36887 0.34704
4 C 0.01922 -0.08424 0.85605
5 C 0.81738 1.15892 0.58799
6 C 1.63553 1.61254 -1.68848
7 N 0.48641 1.91104 -0.66803
8 N 0.04279 -2.54720 1.09321
9 H 0.12642 -0.60493 -1.55897
10 H 0.30459 -2.31670 -1.74905
11 H 1.66889 -1.46922 0.28572
12 H -0.37268 -0.04860 1.96443
13 H -1.02645 0.13406 0.48389
14 H 1.90444 0.88294 0.59752
15 H 0.69552 1.88375 1.53136
16 H 2.20725 0.69416 -1.41768
17 H 0.98179 1.50236 -2.60479
18 H 2.18408 2.54546 -1.70226
19 H -0.44667 1.67035 -1.02511
20 H -0.89670 -2.55580 0.87535
21 H 0.62427 -3.38166 0.65254
22 H -2.61487 1.67179 -0.37534
23 H -1.90898 2.80983 0.31464
24 O -2.84107 2.49537 0.18118
25 H 0.83557 -0.60970 3.60556
26 H 1.45403 -1.82296 2.76521
27 O 1.57228 -1.26751 3.64264
28 H -1.90115 -0.64378 -1.21849
29 H -2.51191 0.46082 -2.36647
30 O -2.15637 0.52091 -1.51970

Forces on the atoms, in the same order (eV/Å):
C 0.808 0.811 1.696
O -2.205 0.291 -1.500
C -1.640 -2.119 -1.406
C -2.678 1.477 2.398
C 0.370 2.227 1.642
C -3.905 0.419 0.327
N 2.409 -1.162 0.544
N 5.962 -1.121 0.540
H 0.070 0.951 -1.034
H 0.567 -0.702 0.116
H 0.285 0.459 0.376
H 1.550 -0.686 -1.426
H 1.210 -0.713 -0.353
H -0.765 0.508 -0.098
H 0.201 -1.286 -1.923
H -0.388 0.800 -0.459
H 1.581 -0.108 0.332
H 0.690 -0.249 -0.331
H 0.658 -0.551 -0.032
H -2.443 -0.592 -0.956
H -2.323 1.863 1.176
H -0.827 0.792 0.212
H -1.297 -0.037 0.015
O 1.982 -0.610 -0.308
H 0.886 -0.974 -0.219
H -0.260 1.593 2.445
O -0.759 -0.737 -2.183
H 0.364 -0.141 0.528
H -1.041 0.100 -2.172
O 0.939 -0.501 2.055


Entry 6:
Density functional theory data (ωB97M-V with the def2-TZVPD basis set) for a 4-piece molecular cluster, C5H19NO3S2 overall.

Its SMILES is SCCCNCCS.O.O.O. The value obtained for the HOMO energy is -8.724 eV. As for the relative energy (zero: lowest compared OMol25 entry of this formula, charge and spin): 17.4 kcal per mole.

Cartesian coordinates (Å):
1 S 4.01312 -0.20917 1.11010
2 C 2.24943 0.19634 1.56009
3 C 1.54676 1.10380 0.57663
4 C 1.42179 0.44378 -0.81935
5 N 0.92533 -0.97698 -0.67755
6 C -0.14881 -1.24558 -1.58800
7 C -1.19977 -2.23962 -1.08846
8 S -2.88396 -1.46406 -0.90738
9 H 3.87598 -0.87717 -0.04339
10 H 1.58606 -0.65005 1.70904
11 H 2.38449 0.78361 2.45428
12 H 2.07179 2.07296 0.43668
13 H 0.52767 1.45267 0.92578
14 H 2.23673 0.57240 -1.55365
15 H 0.55509 0.94228 -1.32268
16 H 1.68550 -1.66147 -0.83849
17 H -0.71097 -0.32754 -1.83781
18 H 0.20415 -1.41644 -2.63730
19 H -1.37145 -3.18268 -1.62302
20 H -0.98821 -2.79869 -0.15503
21 H -2.75201 -0.92592 -2.13334
22 O -1.55664 0.22780 2.37038
23 H -2.10440 -0.59055 2.37704
24 H -1.36197 0.45129 3.28640
25 O -1.77562 2.19272 -1.74257
26 H -1.76321 2.87627 -2.41301
27 H -1.79182 2.57269 -0.85208
28 O -2.41241 2.51972 0.86985
29 H -1.81794 2.38273 1.60877
30 H -2.86954 1.69798 0.67111

Forces on the atoms, in the same order (eV/Å):
S -0.653 0.090 0.380
C 0.208 0.621 -0.531
C 0.052 1.120 -1.359
C -2.201 -0.191 -0.252
N 1.277 0.573 -0.096
C -0.864 0.269 -1.632
C -0.805 -1.653 0.680
S 0.903 -0.252 -0.266
H -0.302 0.036 0.024
H 0.486 -0.343 0.257
H 0.071 -0.228 0.661
H 0.117 -0.564 0.156
H 0.907 -1.004 -0.171
H 0.212 -0.192 0.805
H 0.833 -0.038 0.397
H -0.618 0.693 0.239
H 0.270 -0.070 0.891
H -0.055 -0.907 0.573
H 0.185 0.672 -1.134
H 0.335 1.350 0.257
H -0.441 0.105 0.201
O -0.440 -0.713 -0.019
H 0.644 0.928 0.102
H -0.122 -0.289 0.055
O 0.167 -0.658 -0.421
H -0.007 0.283 0.234
H -0.104 0.312 -0.005
O -0.163 0.910 -0.402
H -0.141 -0.564 0.012
H 0.249 -0.296 0.364


Table of E_LUMO (eV), in record order: -6.42, -3.04, 0.60, 0.46, 3.58, 0.29